Record 1
This record from the Open Molecules 2025 dataset describes a single C34H37N3O7 molecule. The level of theory is ωB97M-V with the def2-TZVPD basis set.

The geometry in XYZ format:
```
81
Properties=species:S:1:pos:R:3:forces:R:3
C -5.421331 0.222293 2.321334 -0.17 -0.15 0.42
C -4.978932 0.468964 0.913400 -0.04 -0.09 0.22
O -3.539603 0.632342 0.951205 0.25 0.08 -0.68
C -3.048600 0.774385 -0.297422 -0.86 -0.07 -0.33
O -3.820466 0.891054 -1.239824 1.17 -0.19 0.38
C -1.547561 0.682203 -0.384047 -1.95 0.74 3.16
C -0.949504 1.733588 -1.317979 2.92 -0.66 0.29
O 0.269168 2.022856 -1.224883 -3.04 -0.42 -0.47
C -1.746956 2.367403 -2.402831 -0.14 1.16 -0.84
C -2.820233 3.259090 -2.211138 0.29 -0.01 -0.16
C -3.456326 3.846684 -3.297464 0.09 -0.06 -0.80
C -3.022001 3.538746 -4.603846 0.66 -0.95 1.62
N -3.801485 3.914340 -5.745699 -1.53 0.85 -2.96
O -3.392273 3.532665 -6.869254 -0.70 0.73 2.17
O -4.855811 4.573059 -5.611366 2.11 -1.21 0.26
C -1.893791 2.729924 -4.804913 -0.70 0.44 -0.06
C -1.252181 2.193494 -3.703287 0.00 -0.10 0.30
C -1.050658 -1.013577 -0.295053 -0.12 1.54 -3.18
C 0.120749 -1.097094 0.550827 1.38 0.52 0.64
C 1.045495 -0.112095 0.667699 -0.08 -1.01 0.44
N 2.192075 -0.200074 1.399601 0.23 0.02 -0.02
C 3.086524 0.957570 1.465548 -0.43 -0.03 0.36
C 3.515042 1.469470 0.076326 0.14 -0.04 -0.19
C 4.463155 2.639097 0.194943 -0.09 0.14 -0.28
C 5.780097 2.544440 -0.265388 -0.17 0.16 0.50
C 6.684057 3.572552 0.006352 -0.24 0.15 -0.06
C 6.254347 4.728515 0.667653 -0.19 -0.21 0.06
C 4.916788 4.850106 1.064783 -0.11 -0.20 -0.21
C 4.011907 3.817893 0.799116 0.51 -0.03 0.09
C 4.225474 0.426538 2.333531 0.62 0.55 0.59
O 5.148826 1.083973 2.816590 -1.08 -0.96 -0.76
N 4.006921 -0.911025 2.515462 0.32 0.71 -0.02
C 4.912036 -1.734304 3.275890 -0.14 -0.36 0.14
C 2.735382 -1.420055 2.004312 0.49 0.04 0.00
C 1.908473 -1.981938 3.166568 -0.01 0.23 0.16
C 3.021375 -2.555595 1.011833 0.01 0.15 -0.19
C -1.920043 -2.240637 -0.312240 -0.85 -0.61 0.42
C -3.117303 -2.240992 -1.048643 0.24 -0.18 0.15
C -3.918426 -3.361263 -1.143855 0.14 -1.10 0.36
C -3.534958 -4.591244 -0.535217 0.83 0.89 0.10
O -4.353506 -5.644154 -0.767977 0.07 -0.57 0.32
C -4.037278 -6.964987 -0.270711 -0.01 0.65 -0.16
C -2.323217 -4.633897 0.205002 -1.13 -0.03 -0.84
C -1.554648 -3.478758 0.304226 -0.01 1.16 -0.33
H -6.497732 0.042922 2.336355 0.02 -0.06 0.01
H -4.912931 -0.657813 2.726086 -0.10 0.13 0.03
H -5.227170 1.079797 2.971250 0.09 -0.09 -0.10
H -5.182657 -0.386908 0.261924 -0.14 0.19 0.11
H -5.454184 1.358980 0.487314 0.21 -0.16 0.01
H -1.129052 0.842259 0.616056 -0.35 0.74 -0.22
H -3.147811 3.533911 -1.212809 0.00 -0.22 -0.13
H -4.301391 4.525789 -3.182070 0.25 -0.27 0.07
H -1.564795 2.519552 -5.817651 -0.02 0.06 0.24
H -0.344831 1.623317 -3.857264 -0.08 -0.12 0.07
H -0.951899 -0.624996 -1.342457 1.49 -2.69 -0.06
H 0.282378 -1.979721 1.169958 -0.38 0.36 -0.64
H 0.951807 0.841450 0.167407 -0.15 -0.15 -0.02
H 2.578897 1.787421 2.003997 0.40 -0.38 -0.16
H 3.991112 0.645449 -0.479292 -0.15 0.20 0.15
H 2.612579 1.772322 -0.481117 0.32 -0.15 0.20
H 6.087230 1.639479 -0.794009 0.04 0.25 0.24
H 7.727012 3.462164 -0.285899 -0.22 0.11 -0.01
H 6.956378 5.536210 0.877754 -0.16 -0.26 -0.03
H 4.568541 5.738484 1.594429 0.17 -0.17 -0.23
H 2.957084 3.897628 1.084002 0.42 0.06 0.00
H 5.820920 -1.174251 3.489705 -0.13 0.06 -0.10
H 4.454640 -2.045591 4.222338 0.14 0.06 -0.05
H 5.157263 -2.636000 2.705501 0.11 0.12 0.11
H 1.889183 -1.271841 4.002226 0.00 -0.16 -0.15
H 0.881969 -2.178459 2.864182 0.08 -0.05 0.14
H 2.364451 -2.926273 3.486347 -0.19 0.22 0.10
H 3.771638 -2.246691 0.273924 -0.22 -0.01 0.11
H 3.414250 -3.411311 1.572627 -0.12 0.09 -0.24
H 2.107657 -2.855107 0.495436 0.16 -0.06 0.01
H -3.413610 -1.348495 -1.589238 -0.02 -0.10 0.08
H -4.843096 -3.341560 -1.720315 0.24 -0.02 0.12
H -4.894560 -7.557825 -0.597680 0.28 -0.05 0.17
H -3.109047 -7.358842 -0.718224 -0.30 0.23 0.10
H -3.953811 -6.991404 0.829161 -0.07 0.14 -0.38
H -1.974540 -5.570289 0.646642 -0.11 0.37 -0.11
H -0.612670 -3.575310 0.834236 -0.19 0.09 -0.03
```
Positions in Å, forces in eV/Å.

Results
energy relative to the best compared isomer or geometry (same formula, charge and spin): 107.36 kJ/mol
HOMO-LUMO gap: 6.53 eV
total charge: 0
E_HOMO: -0.280 hartree
structure (SMILES): CCOC(=O)[C@H](C(=O)c1ccc([N+](=O)[O-])cc1)[C@@H](/C=C/N1[C@H](Cc2ccccc2)C(=O)N(C)C1(C)C)c1ccc(OC)cc1
LUMO level: -1.1 eV



Record 2
This record from the Open Molecules 2025 dataset describes a molecular structure, C34H38BrLuN4O2. The level of theory is ωB97M-V with the def2-TZVPD basis set.

The geometry in XYZ format:
```
80
Properties=species:S:1:pos:R:3:forces:R:3
Lu 0.289572 0.943456 0.458146 -0.29 1.31 0.57
O -1.774727 1.816657 0.510270 -1.12 0.11 0.98
C -2.274287 2.835492 1.452668 1.31 0.27 0.39
C -3.594850 3.214512 1.347608 -0.23 0.54 1.11
C -4.082246 4.244039 2.181125 2.13 0.03 0.34
C -3.205192 4.937495 3.064262 0.80 -2.94 -1.92
C -1.864632 4.510322 3.172721 -1.26 -0.79 -0.93
C -1.380337 3.434885 2.385186 -1.24 0.94 -0.51
C 0.100938 3.215746 2.458604 0.12 -1.26 -0.34
O 0.453875 1.872366 2.318389 -0.09 -1.08 -1.06
N 0.758213 4.009886 1.431770 0.14 0.14 -0.61
N 0.636871 3.336415 0.152644 0.97 1.24 -0.56
C 0.925419 4.137415 -0.850498 0.16 0.74 3.08
C 1.034923 3.712010 -2.176426 -0.53 -0.07 -1.76
Br 0.276526 1.959317 -2.372247 0.12 -0.52 -0.46
C 1.316932 4.445074 -3.290585 -0.53 -0.62 -1.01
C 1.985153 5.737313 -3.306078 0.61 0.03 1.59
C 1.640116 6.696854 -4.244222 -1.69 -1.32 -0.79
C 2.066473 7.989395 -4.162776 -0.35 0.44 -0.92
C 2.866958 8.385594 -3.110658 -0.27 1.84 -1.20
C 3.342481 7.436205 -2.279196 1.10 -1.17 2.94
C 2.901517 6.130473 -2.298318 -0.83 -1.15 -0.15
H -2.526248 1.223354 0.307695 0.36 0.41 0.11
H -4.295118 2.681668 0.724436 0.00 -0.02 -0.33
H -5.107940 4.502936 2.118106 -0.75 0.26 0.00
H -3.546339 5.699444 3.667266 -0.80 1.57 1.13
H -1.193597 4.989173 3.876061 -0.02 0.00 -0.10
H 0.460319 3.553298 3.425808 0.08 0.40 0.08
H 1.750874 3.998170 1.652185 0.05 0.14 -0.05
H 1.084812 5.226692 -0.616278 -0.12 -1.15 -0.29
H 0.979435 4.065702 -4.318529 0.62 0.31 1.65
H 0.815941 6.395136 -4.921508 0.89 0.45 -0.08
H 1.742227 8.651812 -4.961896 0.01 0.24 0.47
H 3.042428 9.461917 -2.973949 0.36 -0.66 -0.04
H 3.993717 7.640235 -1.418463 -0.19 0.48 -0.58
H 3.150458 5.425604 -1.470659 0.22 0.65 -0.99
C 0.727750 -5.754485 3.267161 -1.91 3.40 -2.52
C 1.836329 -4.687366 3.434661 -0.81 -1.06 0.06
C 3.070479 -5.239038 2.629311 -0.01 2.19 0.64
C 2.077500 -4.475260 4.995263 0.29 -0.45 -2.04
C 1.438602 -3.393717 2.772630 0.47 0.69 0.13
C 2.167372 -2.218048 3.105111 -0.85 -0.58 -0.67
C 1.973140 -1.088602 2.338941 0.32 0.57 0.12
N 1.132712 -1.059560 1.276173 0.58 0.62 0.37
C 0.428232 -2.163491 1.000601 -0.70 1.14 -0.77
C 0.471640 -3.278238 1.750294 1.11 -1.25 0.88
C -0.491970 -2.132013 -0.175321 0.66 2.41 0.52
C -0.788051 -3.239215 -0.860512 -0.81 -2.02 -0.99
C -1.683827 -3.192005 -1.936125 -0.72 -0.95 -1.62
C -2.215011 -1.956886 -2.317655 -0.01 -0.61 0.76
C -1.806597 -0.878375 -1.598141 0.69 1.04 0.14
N -0.941720 -0.913237 -0.582343 0.38 -0.04 0.83
C -2.048917 -4.414811 -2.831392 1.94 0.04 -0.07
C -3.373632 -4.264921 -3.518472 -1.44 1.42 -0.06
C -2.027148 -5.755351 -2.063394 0.68 0.13 -0.01
C -0.973866 -4.501909 -3.968367 -0.43 1.86 -0.61
H 0.992960 -6.657677 3.638246 0.79 -2.71 1.48
H 0.517225 -5.919153 2.172392 0.44 0.01 0.86
H -0.267569 -5.410502 3.638414 0.79 -0.34 0.26
H 3.374610 -6.167222 3.040167 0.55 -0.76 0.50
H 3.844787 -4.464070 2.655962 0.39 -0.42 0.50
H 2.960597 -5.354213 1.564136 -0.91 -0.23 -0.42
H 2.347064 -5.464749 5.390433 -0.33 0.48 0.27
H 1.157991 -4.038680 5.392202 0.18 -0.35 0.32
H 2.906636 -3.792081 5.155450 0.09 -0.07 0.23
H 2.851415 -2.207522 3.943869 0.01 0.05 -0.24
H 2.540368 -0.159355 2.573066 -0.65 -0.72 -0.28
H -0.171004 -4.065987 1.402924 0.07 -0.47 0.57
H -0.343719 -4.173535 -0.533391 -0.18 0.03 -0.36
H -2.969138 -1.791889 -3.071587 0.18 -0.36 -0.22
H -2.104593 0.107655 -1.903689 -0.31 0.40 -0.02
H -4.140134 -3.869387 -2.817551 0.13 -0.78 -0.32
H -3.654687 -5.184613 -3.988663 -0.41 -0.82 0.28
H -3.456676 -3.590061 -4.386661 0.75 0.21 0.38
H -2.840344 -5.734325 -1.323385 0.31 -0.38 -0.10
H -1.023351 -5.934322 -1.564302 -1.25 0.10 -0.54
H -2.192413 -6.562067 -2.817560 0.07 0.48 0.83
H -0.932618 -3.527716 -4.581590 -0.59 -1.54 0.54
H -1.183198 -5.384412 -4.573089 -0.08 0.28 -0.25
H 0.042109 -4.563654 -3.656882 0.82 -0.43 0.85
```
Positions in Å, forces in eV/Å.

Results
HOMO-LUMO gap (spin up / spin down): 7.56 / 7.56 eV
total charge: +2
E_HOMO (spin up / spin down): -0.499 / -0.499 hartree
LUMO level (spin up / spin down): -6.0 / -6.0 eV



Record 3
This record from the Open Molecules 2025 dataset describes a molecular structure, C34H38CsN3OPS4Sb. The level of theory is ωB97M-V with the def2-TZVPD basis set.

The geometry in XYZ format:
```
83
Properties=species:S:1:pos:R:3:forces:R:3
Cs 0.113234 -0.518579 0.664270 0.90 0.49 -0.47
C -2.682491 -1.899263 1.092841 -0.15 -0.01 -0.18
C -2.763899 -2.381563 -0.316410 -0.69 -0.29 0.43
C -3.882504 -3.118352 -0.713615 0.12 -0.17 -0.69
C -3.911765 -3.613588 -2.009983 -0.24 0.12 0.72
C -2.848701 -3.357837 -2.848205 0.64 0.29 -0.22
C -1.753006 -2.603200 -2.383775 -1.63 -0.44 1.07
N -1.749088 -2.127411 -1.126158 0.43 -0.33 -0.99
C -0.584813 -2.352441 -3.227370 0.90 -0.26 -1.59
C -0.465542 -2.981779 -4.496427 -0.10 0.37 0.80
C 0.676653 -2.776332 -5.239322 0.01 -0.08 -0.21
C 1.667159 -1.948026 -4.758125 -0.23 0.34 0.87
C 1.448846 -1.294884 -3.516695 -0.46 -1.08 -1.32
N 0.364637 -1.529818 -2.789485 -0.20 0.22 0.33
C 2.442270 -0.339831 -3.035683 1.22 1.14 0.37
C 3.345826 0.251257 -3.940682 -0.60 -0.42 0.11
C 4.369283 1.027193 -3.448167 0.26 0.26 0.57
C 4.453453 1.243131 -2.077027 -0.12 -0.15 -0.59
C 3.448541 0.723310 -1.256709 0.59 0.45 0.23
C 3.412884 1.049945 0.197586 0.15 -0.14 -0.06
N 2.487935 -0.054128 -1.728648 -0.47 -0.62 -0.61
H -3.653369 -1.937828 1.579828 0.02 0.01 0.07
H -2.313353 -0.877150 1.135075 -0.44 -0.09 0.38
H -1.994333 -2.524478 1.663360 0.07 0.09 0.20
H -4.691970 -3.303093 -0.020247 0.03 0.05 0.01
H -4.754929 -4.207647 -2.345286 0.04 0.06 -0.07
H -2.883675 -3.752016 -3.851311 0.06 0.03 -0.08
H -1.235302 -3.630574 -4.880532 -0.03 -0.03 0.04
H 0.797473 -3.264646 -6.203118 -0.01 0.00 0.14
H 2.589838 -1.832986 -5.301968 0.06 0.08 -0.01
H 3.229962 0.108822 -5.005926 0.04 -0.02 0.02
H 5.098995 1.468093 -4.116586 -0.01 0.00 -0.02
H 5.270399 1.811647 -1.655282 -0.07 0.07 0.06
H 4.299170 1.606423 0.498927 -0.01 0.02 0.05
H 3.337018 0.145759 0.800168 -0.08 -0.01 0.19
H 2.533103 1.654066 0.404146 -0.13 0.11 0.15
S -0.681741 -2.304785 5.485377 0.07 0.12 -0.26
Sb 0.222383 -0.365348 4.545938 0.02 -0.21 1.08
S 2.007292 -0.917221 3.126650 0.48 -0.10 0.00
S -1.447324 0.650974 3.246910 -0.56 0.19 -0.19
S 0.936204 1.165443 6.152710 -0.03 -0.06 -0.24
C 0.705110 3.305634 -1.971795 0.04 0.11 0.46
C 1.091024 4.147014 -0.766563 0.03 0.21 -0.09
O 0.869695 3.423040 0.412302 -0.14 -0.35 -0.35
C 1.227130 4.135506 1.578772 0.13 0.30 0.64
C 0.968939 3.291160 2.811905 0.00 0.20 -0.46
H 0.823853 3.890504 -2.881196 -0.02 0.02 -0.15
H -0.331256 2.992729 -1.877053 -0.10 -0.03 -0.06
H 1.326530 2.415064 -2.031807 0.06 -0.10 -0.03
H 0.494020 5.080457 -0.745272 0.15 -0.15 -0.03
H 2.154995 4.436524 -0.836391 -0.09 0.04 0.03
H 0.641510 5.072614 1.628857 0.08 -0.10 -0.12
H 2.294519 4.416497 1.523038 -0.10 0.02 -0.11
H -0.065665 2.950850 2.829975 0.03 -0.11 0.10
H 1.158464 3.868150 3.714978 0.05 0.00 0.06
H 1.616461 2.415648 2.826913 -0.03 -0.13 0.09
C -2.807606 2.349596 0.552845 -0.06 -0.16 -0.13
P -3.028301 1.263032 -0.908321 -0.19 0.47 0.01
C -3.534774 2.585140 -2.097337 0.14 -0.13 -0.11
C -4.633546 3.417662 -1.885367 0.07 -0.08 0.00
C -4.897555 4.466563 -2.744703 -0.06 0.12 -0.03
C -4.059827 4.710218 -3.823985 0.06 -0.01 -0.10
C -2.982757 3.871914 -4.062660 -0.03 0.21 -0.19
C -2.733743 2.809121 -3.212602 -0.12 -0.14 0.18
C -4.698555 0.587653 -0.591049 0.15 -0.18 -0.05
C -5.183189 0.390084 0.696907 0.15 0.09 -0.09
C -6.416291 -0.204640 0.892151 -0.25 -0.10 0.12
C -7.176878 -0.612650 -0.190441 -0.15 -0.12 0.02
C -6.696462 -0.430426 -1.478710 -0.06 -0.06 -0.11
C -5.462283 0.158344 -1.675541 0.03 0.00 0.03
H -2.544036 1.747782 1.426697 0.10 0.04 0.11
H -3.704971 2.936350 0.753363 0.00 0.04 0.01
H -1.966124 3.011103 0.348647 0.09 0.03 0.05
H -5.288714 3.239932 -1.043782 -0.02 -0.04 0.10
H -5.754253 5.106777 -2.573818 -0.01 0.01 0.04
H -4.250820 5.548744 -4.478837 -0.03 0.05 -0.07
H -2.331285 4.048207 -4.909248 0.00 0.01 -0.04
H -1.910018 2.136393 -3.403904 0.14 -0.02 -0.01
H -4.587735 0.685750 1.546649 0.09 0.03 0.19
H -6.785233 -0.351027 1.898067 0.01 -0.02 0.07
H -8.138394 -1.087602 -0.036438 -0.01 0.02 0.03
H -7.283287 -0.759309 -2.328129 0.00 0.01 -0.02
H -5.079725 0.292631 -2.679610 0.00 0.00 -0.08
```
Positions in Å, forces in eV/Å.

Results
energy relative to the best compared isomer or geometry (same formula, charge and spin): 41.47 kJ/mol
HOMO-LUMO gap: 3.22 eV
total charge: -2
E_HOMO: -0.007 hartree
LUMO level: 3.0 eV